{
  "formula": "C84H166F21N6O14",
  "method": "ωB97M-V/def2-TZVPD",
  "symbols": ["C", "C", "C", "C", "N", "C", "C", "C", "C", "C", "C", "C", "H", "H", "H", "H", "H", "H", "H", "H", "H", "H", "H", "H", "H", "H", "H", "H", "H", "H", "H", "H", "H", "H", "H", "H", "C", "C", "C", "C", "N", "C", "C", "C", "C", "C", "H", "H", "H", "H", "H", "H", "H", "H", "H", "H", "H", "H", "H", "H", "H", "H", "H", "H", "H", "H", "C", "C", "C", "C", "N", "C", "C", "C", "C", "C", "H", "H", "H", "H", "H", "H", "H", "H", "H", "H", "H", "H", "H", "H", "H", "H", "H", "H", "H", "H", "C", "C", "C", "C", "N", "C", "C", "C", "C", "C", "H", "H", "H", "H", "H", "H", "H", "H", "H", "H", "H", "H", "H", "H", "H", "H", "H", "H", "H", "H", "C", "C", "C", "C", "N", "C", "C", "C", "C", "C", "H", "H", "H", "H", "H", "H", "H", "H", "H", "H", "H", "H", "H", "H", "H", "H", "H", "H", "H", "H", "C", "C", "C", "C", "N", "C", "C", "C", "C", "C", "H", "H", "H", "H", "H", "H", "H", "H", "H", "H", "H", "H", "H", "H", "H", "H", "H", "H", "H", "H", "C", "O", "O", "C", "F", "F", "F", "C", "C", "H", "H", "H", "H", "H", "H", "C", "O", "O", "C", "F", "F", "F", "C", "C", "H", "H", "H", "H", "H", "H", "C", "O", "O", "C", "F", "F", "F", "C", "C", "H", "H", "H", "H", "H", "H", "C", "O", "O", "C", "F", "F", "F", "C", "C", "H", "H", "H", "H", "H", "H", "C", "O", "O", "C", "F", "F", "F", "C", "C", "H", "H", "H", "H", "H", "H", "C", "O", "O", "C", "F", "F", "F", "C", "C", "H", "H", "H", "H", "H", "H", "C", "O", "O", "C", "F", "F", "F", "C", "C", "H", "H", "H", "H", "H", "H"],
  "coordinates": [[1.35902, -4.04521, 1.37043], [0.58321, -3.11263, 2.32520], [0.88862, -1.62967, 2.03385], [0.34614, -1.21448, 0.69237], [0.66320, 0.23957, 0.19070], [-0.09116, 1.36550, 1.04509], [-1.50536, 1.37453, 0.57969], [-1.50752, 0.71462, -0.79372], [-0.01873, 0.49896, -1.16901], [2.15961, 0.59558, 0.12548], [2.78940, -0.35100, -0.95427], [4.05828, 0.26509, -1.49457], [1.47674, -5.04394, 1.79086], [2.37976, -3.68105, 1.25399], [0.91605, -3.99562, 0.37573], [0.85630, -3.30456, 3.36283], [-0.47040, -3.38255, 2.25355], [1.92122, -1.34912, 2.24151], [0.29664, -1.20097, 2.84248], [-0.73604, -1.33736, 0.73565], [0.71056, -1.86353, -0.10389], [0.45736, 2.30690, 1.01389], [-0.01011, 0.95299, 2.05076], [-1.98602, 2.35259, 0.55827], [-2.17196, 0.74605, 1.17023], [-2.03310, 1.29404, -1.55276], [-2.03835, -0.23431, -0.71731], [0.43029, 1.37886, -1.62974], [0.11262, -0.25569, -1.94448], [2.44444, 0.40474, 1.16015], [2.12925, 1.66764, -0.06910], [2.20751, -0.44992, -1.87062], [2.96167, -1.31609, -0.47780], [3.87741, 0.90797, -2.35602], [4.69006, -0.55683, -1.83134], [4.72096, 0.81124, -0.82327], [2.48572, 2.64193, -5.33303], [2.00779, 1.20577, -5.15887], [1.70747, 0.22090, -6.30591], [0.55976, 0.58395, -7.23267], [0.39185, -0.22235, -8.54617], [-0.81664, 0.31269, -9.35004], [-1.86298, -0.76926, -9.33012], [-1.56478, -1.75363, -8.15212], [-0.03519, -1.70214, -8.17856], [1.72889, -0.21528, -9.32709], [1.67900, 3.37491, -5.34044], [2.99282, 2.75327, -6.29145], [3.15307, 2.99928, -4.54879], [1.10512, 1.27259, -4.55156], [2.66959, 0.65717, -4.48868], [1.55463, -0.80160, -5.96061], [2.60021, 0.24643, -6.93078], [0.67441, 1.64982, -7.42986], [-0.37186, 0.44019, -6.68537], [-0.34994, 0.29735, -10.33495], [-1.12075, 1.25094, -8.88604], [-1.64948, -1.29410, -10.26127], [-2.86414, -0.33874, -9.35085], [-1.90221, -2.78244, -8.27781], [-1.91521, -1.33537, -7.20854], [0.29185, -2.40880, -8.94131], [0.52962, -2.07421, -7.32379], [2.12034, 0.78607, -9.50647], [1.47648, -0.71973, -10.25977], [2.48905, -0.74513, -8.75303], [-6.71331, 8.32103, -7.16419], [-6.11767, 7.01551, -6.73089], [-6.17395, 6.74081, -5.20546], [-5.22117, 5.65518, -4.82677], [-5.14063, 5.33274, -3.28579], [-4.45475, 6.49322, -2.58390], [-2.98760, 6.17421, -2.54155], [-2.77805, 4.65624, -2.88673], [-4.14711, 4.12853, -3.02133], [-6.51251, 5.03505, -2.74862], [-6.61614, 8.48508, -8.23739], [-6.25421, 9.18344, -6.68088], [-7.76540, 8.31141, -6.87938], [-5.04513, 6.98336, -6.92249], [-6.52196, 6.23106, -7.37066], [-7.22366, 6.47358, -5.08383], [-6.01194, 7.69696, -4.70782], [-4.19549, 5.85826, -5.13471], [-5.49051, 4.68527, -5.24490], [-4.87442, 6.53703, -1.57889], [-4.79745, 7.42995, -3.02344], [-2.63072, 6.47112, -1.55535], [-2.49966, 6.83666, -3.25652], [-2.25343, 4.12617, -2.09182], [-2.07050, 4.58784, -3.71304], [-4.44545, 3.70786, -2.06105], [-4.33173, 3.38998, -3.80143], [-6.41311, 4.89198, -1.67264], [-6.87660, 4.11579, -3.20744], [-7.15815, 5.88357, -2.97503], [5.25934, 1.44984, 8.72099], [6.66830, 1.00919, 8.24756], [6.60948, 0.08054, 6.96806], [6.28716, 0.80170, 5.61179], [6.23059, -0.16965, 4.39074], [5.98669, 0.61076, 3.11939], [5.34844, -0.36225, 2.11230], [4.76898, -1.49750, 2.99469], [4.95625, -0.98565, 4.42923], [7.44060, -1.03586, 4.37409], [4.68412, 0.53220, 8.84404], [4.60980, 1.97991, 8.02440], [5.19896, 1.98204, 9.67032], [7.07048, 0.40098, 9.05776], [7.32691, 1.87732, 8.22101], [5.84136, -0.65628, 7.20300], [7.54203, -0.48138, 6.91623], [6.95414, 1.57739, 5.23554], [5.29488, 1.25193, 5.63979], [6.96129, 0.86174, 2.70074], [5.34051, 1.44991, 3.37698], [6.16861, -0.77350, 1.52385], [4.64863, 0.23240, 1.52515], [5.39304, -2.37644, 2.83314], [3.75645, -1.83954, 2.78052], [4.93225, -1.69842, 5.25353], [4.23951, -0.19266, 4.64266], [7.49893, -1.64164, 5.27838], [8.27441, -0.34968, 4.22580], [7.41426, -1.67291, 3.49003], [-4.86974, -3.83694, 0.40519], [-3.88881, -2.77315, -0.04689], [-3.59850, -2.87565, -1.53123], [-4.78255, -2.44256, -2.44112], [-4.22956, -1.97162, -3.79655], [-3.19909, -0.83245, -3.66128], [-3.35211, 0.14454, -4.84330], [-4.57267, -0.27745, -5.49735], [-5.35232, -1.21865, -4.61066], [-3.60430, -3.11598, -4.64778], [-4.60752, -4.87062, 0.17967], [-5.84593, -3.83848, -0.07971], [-5.11817, -3.49534, 1.41003], [-2.97962, -2.95902, 0.52489], [-4.39612, -1.83143, 0.16263], [-3.29606, -3.90953, -1.69777], [-2.70178, -2.27055, -1.66486], [-5.36242, -1.64007, -1.98520], [-5.45000, -3.29387, -2.57486], [-2.17992, -1.16656, -3.46694], [-3.30851, -0.30202, -2.71536], [-2.52886, 0.19233, -5.55609], [-3.47422, 1.17758, -4.51770], [-4.22465, -0.89777, -6.32329], [-5.23988, 0.43602, -5.98100], [-5.87056, -2.01113, -5.15058], [-5.96050, -0.70656, -3.86503], [-3.10166, -2.73578, -5.53711], [-4.51001, -3.72240, -4.65503], [-2.92269, -3.62894, -3.96927], [2.58809, -6.18569, 9.58273], [2.27055, -4.69842, 9.76355], [1.25647, -4.10774, 8.81944], [0.09767, -5.13422, 8.37316], [-1.04029, -4.46598, 7.48666], [-2.14006, -3.72569, 8.30657], [-3.48497, -3.88649, 7.62592], [-3.29340, -5.01888, 6.62905], [-1.92893, -5.58889, 6.79626], [-0.49340, -3.46009, 6.40908], [3.31810, -6.55464, 10.30319], [2.95168, -6.34448, 8.56751], [1.70441, -6.81303, 9.69960], [3.19176, -4.12083, 9.68705], [1.80800, -4.65609, 10.74963], [1.75549, -3.85843, 7.88299], [0.96939, -3.13297, 9.21377], [-0.39892, -5.69234, 9.16690], [0.50402, -5.91754, 7.73332], [-1.83321, -2.69794, 8.50064], [-2.21930, -4.31821, 9.21801], [-3.79081, -2.96714, 7.12658], [-4.20308, -4.22695, 8.37190], [-3.23134, -4.65058, 5.60503], [-4.09711, -5.75082, 6.70899], [-1.33311, -5.94599, 5.95628], [-1.92433, -6.44485, 7.47111], [0.45011, -3.91665, 6.11001], [-0.06028, -2.56739, 6.86030], [-1.28267, -3.32886, 5.66886], [2.59211, 2.49513, 4.76178], [2.95976, 1.37595, 5.70374], [2.42118, 1.88775, 3.49051], [1.57658, 3.45471, 5.42143], [1.22474, 4.52227, 4.72061], [0.36596, 2.93547, 5.65271], [2.00743, 3.79579, 6.65464], [1.85672, 0.51573, 6.06446], [2.48260, -0.16441, 7.29587], [3.48061, -0.58534, 7.17386], [2.73836, 0.54698, 8.08113], [1.75093, -0.91788, 7.58750], [1.59612, -0.23740, 5.32084], [0.89779, 0.91097, 6.39965], [3.54109, 3.00145, 4.58519], [6.82806, -4.06078, -1.17828], [6.45234, -3.34499, -2.36825], [8.09038, -3.63094, -0.70605], [5.60649, -4.26863, -0.18797], [4.98808, -5.49234, -0.40322], [5.94345, -4.15246, 1.10839], [4.70588, -3.27259, -0.38775], [5.50467, -3.96763, -3.28409], [4.95841, -3.00622, -4.27381], [5.76473, -2.62362, -4.89956], [4.08874, -3.39966, -4.80008], [4.55762, -2.13387, -3.75759], [4.68820, -4.34506, -2.66843], [5.95620, -4.83080, -3.77312], [6.97044, -5.09235, -1.50031], [-6.27060, 1.16688, 0.02901], [-7.66159, 0.99064, 0.01591], [-5.86736, 0.97906, -1.26689], [-5.97084, 2.53453, 0.81186], [-6.77445, 3.53025, 0.52543], [-5.99107, 2.35276, 2.14085], [-4.64381, 2.96127, 0.57161], [-8.20514, -0.29819, 0.47608], [-9.71517, -0.29573, 0.33241], [-10.19475, 0.44992, 0.96653], [-9.74619, 0.13776, -0.66721], [-10.23550, -1.24870, 0.23636], [-7.81131, -0.66395, 1.42435], [-7.81987, -1.02258, -0.24151], [-5.78888, 0.43127, 0.67316], [0.51164, -4.14879, -3.92214], [-0.03981, -5.14135, -3.05966], [-0.43436, -3.90670, -4.94780], [0.98876, -2.94374, -2.94869], [1.47796, -1.91851, -3.68018], [-0.02978, -2.50266, -2.18444], [1.90410, -3.27519, -2.10580], [0.82102, -6.23825, -2.66573], [0.04047, -7.02128, -1.60329], [0.59894, -7.88903, -1.25227], [-0.17596, -6.47134, -0.68742], [-0.80821, -7.35293, -2.20150], [1.75672, -5.98717, -2.16620], [1.15028, -6.81279, -3.53152], [1.46492, -4.40949, -4.38190], [-0.47147, 6.18346, 0.44988], [0.01324, 5.73324, -0.76911], [-0.64132, 7.53225, 0.24653], [-1.61196, 5.35528, 1.13360], [-2.44456, 4.93516, 0.25383], [-1.19701, 4.28147, 1.80179], [-2.39276, 6.03325, 2.01235], [0.72697, 4.41707, -0.76224], [0.99116, 4.10899, -2.31276], [1.48668, 4.97110, -2.75924], [1.73205, 3.31267, -2.24167], [0.08132, 3.88296, -2.86881], [0.08528, 3.64077, -0.34547], [1.63376, 4.42209, -0.15744], [0.52155, 6.13252, 0.89645], [-2.79880, 0.17883, 5.46489], [-3.12781, 1.54973, 5.30064], [-3.19268, -0.20062, 6.70678], [-3.32815, -0.63355, 4.15957], [-3.54585, -1.89883, 4.40707], [-4.53966, -0.22553, 3.71256], [-2.48167, -0.52256, 3.15063], [-2.35894, 2.30672, 4.37038], [-2.58680, 3.75900, 4.55106], [-2.00247, 4.42439, 3.91551], [-3.61044, 4.10236, 4.40155], [-2.20906, 4.06357, 5.52710], [-2.61206, 1.88269, 3.39866], [-1.27233, 2.22285, 4.35225], [-1.70973, 0.13417, 5.46059], [6.92526, 2.74546, -2.07050], [6.92405, 2.70500, -3.50407], [8.19444, 3.30845, -1.73435], [5.64078, 3.59518, -1.61421], [5.46542, 3.21753, -0.34794], [5.82008, 4.93038, -1.61411], [4.46833, 3.31134, -2.26061], [6.07151, 1.82046, -4.17723], [6.21458, 1.96903, -5.58726], [5.87186, 2.94078, -5.94268], [7.24648, 1.81367, -5.90216], [5.63561, 1.24331, -6.15840], [5.00035, 1.90852, -3.99567], [6.20479, 0.77166, -3.91195], [6.85629, 1.69824, -1.77612]],
  "forces_ev_per_angstrom": [[0.3, 0.6, 0.6], [1.2, -0.6, -0.9], [-1.2, 0.0, 1.3], [0.4, 1.0, -0.9], [-1.4, 1.3, -0.5], [1.0, -2.0, 1.2], [-1.3, -0.2, -0.5], [0.7, -0.1, -0.8], [-0.8, -0.2, 0.2], [-1.9, -1.8, -0.7], [0.4, 1.7, 1.1], [1.4, -0.6, -0.3], [-0.4, -0.2, -0.4], [0.2, 0.1, 0.0], [0.0, -0.6, 0.0], [0.2, 0.0, 0.1], [-0.3, 0.5, 0.0], [0.0, -0.3, -0.3], [0.1, 1.0, -0.1], [-0.1, 0.3, -0.2], [0.1, 0.2, 0.1], [0.1, -0.3, -0.2], [0.1, 0.5, 0.2], [0.4, 0.1, 0.1], [0.3, 0.3, 0.5], [0.1, 0.1, -0.1], [0.1, -0.2, -0.2], [0.0, 0.4, 0.6], [0.1, -0.5, 0.7], [0.8, 0.3, -0.1], [0.6, -0.1, -0.2], [-0.6, -0.3, 0.6], [0.0, -0.1, -0.3], [-0.1, 0.1, 0.2], [0.1, 0.0, -0.3], [-0.4, 0.1, 0.3], [0.0, 0.2, -1.1], [-1.1, -0.6, 1.5], [0.8, 0.1, -1.2], [-0.4, 0.2, 0.6], [0.7, -0.7, 1.5], [1.9, -0.6, 0.6], [-0.3, -1.0, 0.0], [1.0, 1.7, -0.1], [0.6, -0.2, -0.2], [-1.2, -0.4, 0.3], [-0.3, -0.2, -0.1], [0.4, 0.1, 0.0], [0.1, -0.4, 0.0], [-0.3, -0.1, 0.2], [0.3, 0.0, -0.2], [0.2, 0.1, 0.4], [0.3, -0.3, 0.0], [-0.3, 0.0, -0.7], [-0.2, 0.1, -0.1], [-0.7, 1.3, -0.2], [0.2, 0.1, -0.6], [-0.7, -0.4, 0.0], [0.0, -0.2, 0.0], [-0.1, 0.2, 0.0], [-0.2, -0.2, 0.1], [0.2, 0.6, -0.6], [-0.4, 0.5, 0.5], [-0.5, 0.1, 0.1], [0.4, 0.0, 0.0], [-0.3, -0.2, -0.1], [-0.3, 0.5, 0.2], [1.8, -0.4, 0.2], [-1.5, 0.4, -1.4], [0.4, -1.3, 1.8], [0.6, 0.0, -1.0], [-1.4, -0.5, 0.8], [0.6, 0.6, -0.1], [1.3, 1.7, 0.4], [-1.9, -0.1, -0.3], [0.7, 0.1, 0.0], [-0.1, -0.2, 0.0], [0.1, 0.0, 0.1], [-0.2, 0.2, -0.2], [0.2, 0.3, -0.6], [-0.2, -0.4, 0.5], [0.0, -0.2, 0.8], [0.2, -0.1, 0.2], [0.0, 0.2, 0.1], [-0.2, 0.1, -0.3], [0.0, -0.3, 0.1], [0.5, -0.1, -0.3], [0.5, -0.2, -0.1], [0.4, -0.3, 0.0], [-0.2, 0.3, 0.3], [-0.5, -0.1, -0.5], [-0.4, -0.1, -0.1], [-0.1, 0.0, 0.0], [-0.1, -0.1, -0.1], [0.0, 0.1, 0.0], [0.0, -0.2, 0.1], [-0.5, -0.8, -0.3], [-1.0, 0.1, -0.1], [0.4, 1.4, 0.1], [-0.3, -0.9, -0.4], [-0.8, -0.4, 1.4], [0.9, -0.5, -0.5], [0.2, 0.1, 0.9], [0.6, -0.3, 0.2], [-0.6, 0.7, -0.2], [0.0, 0.5, -1.1], [0.0, -0.2, 0.4], [0.5, 0.4, -0.4], [0.5, 0.0, 0.0], [0.1, -0.2, -0.1], [0.1, -0.1, -0.7], [-0.2, 0.0, -0.3], [0.1, 0.3, -0.1], [0.5, -0.1, 0.7], [-0.1, -0.1, 0.1], [-0.1, 0.8, 0.4], [0.1, 0.0, -0.1], [-0.4, 0.1, -0.5], [0.0, -0.4, -0.1], [-0.1, -0.1, 0.0], [0.0, 0.4, 0.1], [0.3, -0.1, -0.2], [-0.6, -0.3, 0.0], [0.0, 0.2, -0.2], [0.3, -0.3, 0.4], [-0.1, -0.1, 0.1], [-1.1, 0.4, 0.0], [-1.2, -0.8, -0.7], [0.3, 0.2, 0.2], [1.6, -0.4, 0.2], [0.4, 2.0, -0.9], [0.9, 0.5, 1.2], [1.0, 1.2, 1.4], [-1.9, -1.9, -2.6], [1.1, -1.0, 1.1], [-1.5, 0.5, 2.7], [0.8, -0.1, 0.9], [-0.2, 0.8, -0.5], [0.1, -1.2, 0.5], [0.1, 0.6, 0.0], [0.6, 0.4, 0.3], [0.0, 0.0, -0.4], [-0.1, 0.1, -0.6], [0.2, 0.5, -0.2], [0.0, 0.1, -0.5], [0.0, -0.9, -0.9], [-1.2, 0.1, 0.0], [0.2, -0.4, 0.2], [0.2, -0.1, 0.6], [-0.3, -0.2, -0.5], [0.2, 0.4, 0.4], [-0.3, 0.3, 0.1], [-0.1, -0.1, 0.0], [-0.4, -0.3, 0.1], [0.3, -0.6, -1.4], [0.5, 0.2, -0.5], [-0.1, 0.1, -0.7], [-0.4, -1.2, 0.8], [-0.9, -0.9, -1.7], [-0.2, 1.8, -0.6], [-0.9, 0.5, 0.1], [0.8, -0.7, 0.7], [0.3, 0.1, -0.3], [0.1, 0.3, -1.7], [2.3, -0.4, 1.7], [0.8, -1.7, 1.4], [0.1, 0.2, -0.1], [0.3, -0.3, 0.0], [-0.1, 0.0, 0.1], [-0.1, 0.1, 0.4], [0.5, 0.5, 0.4], [0.1, 0.0, -0.1], [-0.8, -0.2, 0.1], [-0.2, 0.5, 0.2], [0.3, 0.3, -0.2], [0.0, -0.1, -0.1], [0.4, 0.3, 0.3], [-0.2, 0.1, 0.2], [-0.1, 0.5, 0.0], [-0.9, 0.3, -0.1], [0.3, -0.1, -0.2], [-0.5, 0.4, -0.5], [0.1, 0.1, 0.5], [-0.4, -0.5, -1.1], [-1.1, 0.3, 0.3], [0.4, 0.3, 0.0], [1.6, -3.2, -4.0], [-2.1, 1.6, -0.1], [-1.3, 1.4, 2.4], [-1.3, -0.9, 0.1], [1.6, 1.0, -0.5], [-0.6, -1.5, 0.3], [0.6, 0.7, -0.1], [2.2, -0.7, 1.4], [-0.5, -0.1, -0.1], [-0.1, -0.6, -0.8], [-1.0, 0.2, 0.1], [0.2, -0.3, 0.7], [0.3, 0.1, -0.6], [0.3, 0.9, -0.3], [0.2, 0.8, 1.1], [4.4, -0.9, 0.2], [-1.2, 0.6, -0.9], [-4.2, -0.4, -0.3], [1.1, 1.5, -0.9], [0.2, 1.3, 0.7], [-0.2, -0.8, 0.0], [-0.9, -0.4, 0.2], [0.5, -0.5, 2.3], [0.0, 1.3, 0.2], [-0.2, -0.1, -0.4], [0.3, -0.3, -0.4], [0.1, 0.1, 0.3], [-0.3, -0.2, -0.1], [0.3, -0.2, -0.1], [-0.1, -0.8, -0.4], [0.9, -0.9, -2.3], [-2.6, -0.6, 2.2], [0.9, 1.1, 1.0], [2.1, -1.5, -0.4], [-0.5, 1.0, -0.5], [-0.4, -0.1, -0.1], [-1.5, -0.3, -0.3], [1.3, 0.0, -0.8], [0.6, 1.4, -1.1], [-0.1, -0.4, 0.3], [-0.7, 0.1, -0.3], [0.3, -0.1, 0.6], [0.0, 0.7, 0.5], [0.1, -0.3, -0.3], [0.1, -0.3, 0.7], [-2.1, 0.9, -2.1], [1.4, -0.7, 0.7], [2.0, 0.9, 2.4], [-2.3, -1.3, -2.4], [-0.2, 0.5, -0.1], [-0.8, 0.8, 0.0], [2.0, -0.9, 1.3], [0.0, 0.7, 1.2], [0.3, -0.5, -1.3], [0.1, -0.2, -0.3], [-0.3, 0.4, -0.5], [-0.7, -0.2, 0.9], [0.2, 1.0, -0.2], [-0.5, -0.3, -0.2], [0.5, -0.8, 0.1], [2.7, 5.0, 0.9], [0.1, -4.3, -3.1], [-2.0, -1.9, 0.7], [1.1, 2.2, 1.2], [-2.4, -1.5, -3.0], [1.0, -0.9, 0.4], [0.7, 0.5, 0.1], [-1.7, 1.7, -2.2], [0.6, 0.5, 2.6], [-0.1, 0.0, 0.0], [-0.1, -0.4, -0.8], [0.1, -0.3, 0.2], [-0.2, 0.0, -0.1], [0.2, 0.4, -0.1], [-0.2, -0.8, 2.6], [-0.3, 0.1, 2.6], [0.4, 0.7, -0.2], [-0.2, -1.1, -2.1], [-1.5, 2.5, 2.4], [0.6, -2.6, 0.4], [0.1, 0.7, -0.3], [1.0, -0.3, -1.3], [-0.1, -0.9, -1.1], [-0.3, 1.6, 0.2], [0.1, -0.6, -0.4], [-0.2, -0.3, 0.3], [-0.4, -0.2, 0.4], [-0.4, 0.7, -0.7], [0.2, -0.9, 0.9], [0.9, -0.3, -1.0], [4.3, 2.4, -0.6], [-0.9, 0.1, -1.4], [-4.4, -1.4, 0.0], [2.5, -0.7, 0.1], [-0.9, 0.1, 1.2], [-0.5, -0.7, -0.4], [0.0, 0.4, 0.0], [-0.8, -0.8, 2.4], [0.8, 0.3, -3.3], [0.2, 0.3, 0.0], [0.1, 0.2, -0.1], [-0.3, -0.3, 0.1], [-0.4, 0.7, 0.6], [0.7, -0.4, 0.4], [-0.7, -0.3, 0.7]],
  "mulliken_charge": [-0.79, -0.49, 1.24, 0.51, 0.96, -0.35, 1.01, 0.14, 0.36, -0.61, 3.47, -1.04, 0.58, -0.08, -0.17, 0.23, 0.44, -1.17, -0.47, 0.31, -0.55, 0.18, 0.83, -0.92, -0.58, 0.54, -0.75, -0.50, 0.13, 0.36, -0.19, -1.18, -0.28, -0.50, 0.22, -0.03, -1.41, 0.88, -0.74, 0.09, 0.65, -0.47, -0.82, 0.65, -0.99, -1.10, 0.28, 0.49, 0.14, -0.16, -0.17, 0.09, 0.26, 0.60, -0.46, 0.32, 0.29, 0.31, 0.39, 0.66, -0.86, 0.40, 0.35, 0.34, 0.49, 0.38, -1.36, -0.52, -0.31, -1.03, 0.66, -0.80, -0.27, 1.33, -0.12, -1.11, 0.40, 0.34, 0.31, 0.39, 0.36, 0.35, 0.29, 0.47, 0.35, 0.38, 0.35, -0.29, 0.44, -0.99, 0.30, -0.27, 0.00, 0.39, 0.40, 0.32, -0.85, -0.84, -0.61, -0.07, 0.39, -1.36, 1.05, 0.04, -0.10, -1.04, 0.20, 0.15, 0.44, 0.38, 0.35, 0.30, 0.44, 0.58, -0.17, 0.45, 0.17, 0.49, -0.70, 0.31, -0.46, 0.59, -0.36, 0.32, 0.34, 0.49, -1.87, 0.82, 0.48, -0.84, 0.72, 0.45, 2.21, -0.84, -0.59, -0.97, 0.43, 0.43, 0.41, -0.08, -0.25, 0.58, -0.72, 0.17, 0.48, -0.26, -0.29, -1.11, -0.62, 0.07, 0.50, 0.45, 0.43, 0.19, 0.31, 0.40, -1.22, -0.55, -0.37, -1.06, 0.46, -0.55, -0.43, -0.36, -0.89, -1.15, 0.37, 0.30, 0.28, 0.37, 0.30, 0.29, 0.32, 0.58, 0.51, 0.44, 0.36, 0.08, 0.41, 0.09, 0.49, 0.45, 0.38, 0.34, 0.41, 0.33, -0.71, 0.35, -0.28, 0.33, -0.27, -0.29, -0.31, 0.59, -0.93, -0.20, 0.16, 0.34, -0.72, 0.71, 0.28, -0.27, -0.26, -0.93, 0.60, -0.29, -0.30, 0.02, 0.02, -0.61, 0.46, 0.32, -0.23, -0.08, 0.32, 0.20, 0.52, -0.37, -0.79, 0.43, -0.31, -0.29, -0.12, 0.13, -1.31, 0.30, 0.31, 0.37, 0.36, 0.01, -0.13, -0.98, -0.18, -0.79, 0.56, 0.04, 0.04, -0.19, 0.08, -1.40, 0.44, 0.19, 0.34, 0.03, 0.43, 0.47, -0.80, -0.27, -0.94, 0.94, -0.06, 0.12, -0.36, 0.35, -0.51, 0.65, -0.21, -0.18, -0.52, 0.65, 0.26, 0.91, -0.57, -0.96, 0.37, -0.30, -0.30, 0.12, 1.63, -1.32, 0.09, 0.29, 0.31, -0.33, -0.28, -0.47, 0.03, -0.41, -0.95, 0.86, -0.25, -0.32, -0.23, 1.20, -1.67, 0.36, 0.40, 0.34, -0.61, 0.17, 0.07],
  "charge": -1,
  "lumo_energy_ev": 0.10,
  "gap_ha": 0.1240
}